*one*
Here is a gas-phase ion, C6H10NO (charge +1) from OMol25. Energies are from ωB97M-V/def2-TZVPD.

Each atom is followed by the atoms it is bonded to, with distances in Å.
Geometry (Å):
1 C -2.76966 -1.25899 0.20837  C2 1.374, C3 1.394, H9 1.006
2 C -1.41692 -1.01747 0.18208  C1 1.374, C3 1.446, C6 1.464
3 C -2.36336 0.04043 -0.09131  C1 1.394, C2 1.446, O8 1.188
4 C 0.48927 1.35591 0.66203  N7 1.417, H10 1.134, H11 1.051, H12 1.012
5 C 1.98602 -0.03530 -0.66373  N7 1.516, H13 1.050, H14 1.124, H15 1.096
6 C 0.04218 -1.12973 0.14153  C2 1.464, N7 1.555, H16 1.079, H17 1.038
7 N 0.55956 0.28106 -0.25898  C4 1.417, C5 1.516, C6 1.555, H18 0.976
8 O -2.41980 1.18704 -0.39674  C3 1.188
9 H -3.48199 -1.94161 0.40725  C1 1.006
10 H 1.20792 1.34601 1.53923  C4 1.134
11 H 0.73510 2.27518 0.21675  C4 1.051
12 H -0.47306 1.58593 0.87250  C4 1.012
13 H 2.43887 -0.53719 0.13948  C5 1.050
14 H 1.95229 -0.63783 -1.61217  C5 1.124
15 H 2.60161 0.86080 -0.80513  C5 1.096
16 H 0.44847 -1.80163 -0.59911  C6 1.079
17 H 0.38220 -1.12696 1.12238  C6 1.038
18 H 0.08131 0.55434 -1.06441  N7 0.976

Output
- Charge: +1
- LUMO level: -3.356 eV
- HOMO: -13.3 eV

Löwdin population analysis, charges in e, atoms 1 to 8:
1. C 0.2324
2. C 0.0093
3. C -0.3986
4. C -0.0093
5. C 0.0263
6. C 0.0026
7. N -0.1579
8. O 0.1016


*two*
Here is a gas-phase ion, C6H10NO (charge +1) from OMol25. Energies are from ωB97M-V/def2-TZVPD.

Each atom is followed by the atoms it is bonded to, with distances in Å.
Geometry (Å):
1 C 1.71176 1.26258 -0.03917  C5 1.438, O8 1.197, H9 1.063
2 C 0.13088 -0.59252 -0.86241  C4 1.508, C5 1.546, H10 1.166, H11 1.088
3 C -2.31875 0.32751 -0.15466  C4 1.489, N7 1.463, H12 1.173, H13 1.099
4 C -1.01067 -0.34004 0.08984  C2 1.508, C3 1.489, N7 1.422, H14 1.229
5 C 1.42455 -0.14240 -0.14532  C1 1.438, C2 1.546, C6 1.346
6 C 2.26262 -1.04477 0.39747  C5 1.346, H15 0.978, H17 1.091
7 N -1.19871 1.01005 0.49403  C3 1.463, C4 1.422, H16 1.086, H18 1.026
8 O 0.99242 2.21505 -0.12453  C1 1.197
9 H 2.76676 1.36929 0.04160  C1 1.063
10 H 0.25133 -1.68658 -1.24798  C2 1.166
11 H 0.02490 0.09799 -1.69654  C2 1.088
12 H -2.47127 0.91935 -1.15627  C3 1.173
13 H -3.25642 0.00846 0.32110  C3 1.099
14 H -0.83006 -1.20643 0.94293  C4 1.229
15 H 2.12132 -2.01112 0.34018  C6 0.978
16 H -0.58292 1.79072 0.05692  N7 1.086
17 H 3.14076 -0.62177 0.88768  C6 1.091
18 H -1.18237 1.27213 1.48566  N7 1.026

Output
- Charge: +1
- LUMO level: -4.118 eV
- HOMO: -14.7 eV

Löwdin population analysis, charges in e, atoms 1 to 8:
1. C -0.2081
2. C -0.0910
3. C 0.0141
4. C -0.2625
5. C -0.2460
6. C 0.1750
7. N 0.0779
8. O 0.0829


Short version: *two* is the most stable of them.


*one*
Here is a gas-phase ion, C6H10NO (charge +1) from OMol25. Energies are from ωB97M-V/def2-TZVPD.

Each atom is followed by the atoms it is bonded to, with distances in Å.
Geometry (Å):
1 C 1.21328 3.71688 -1.17156  C2 1.234, H9 1.075
2 C 0.19396 3.35884 -0.57501  C1 1.234, C3 1.398
3 C -0.73684 2.94488 0.38296  C2 1.398, O8 1.450, H10 1.113
4 C -0.92834 0.29456 1.16590  N7 1.544, O8 1.358, H11 1.138
5 C 0.64700 -2.66736 -0.69208  C6 1.547, H12 1.070, H13 1.137, H14 1.088
6 C 0.50821 -1.72953 0.53068  C5 1.547, N7 1.530, H15 1.078, H16 1.045
7 N -0.67935 -0.84213 0.15144  C4 1.544, C6 1.530, H17 1.081, H18 0.977
8 O -0.82576 1.51008 0.57008  C3 1.450, C4 1.358
9 H 2.04229 3.85662 -1.84077  C1 1.075
10 H -1.13106 3.66459 1.13470  C3 1.113
11 H -1.84865 0.17147 1.82412  C4 1.138
12 H 0.94472 -2.24988 -1.63071  C5 1.070
13 H 1.38571 -3.47247 -0.37652  C5 1.137
14 H -0.30256 -3.13902 -0.93842  C5 1.088
15 H 1.28832 -1.01717 0.74279  C6 1.078
16 H 0.31602 -2.20314 1.44234  C6 1.045
17 H -1.53543 -1.49978 0.08616  N7 1.081
18 H -0.55151 -0.69746 -0.80610  N7 0.977

Output
- Charge: +1
- LUMO level (alpha / beta): -4.458 / -4.234 eV
- HOMO (alpha / beta): -12.0 / -12.9 eV

Löwdin population analysis, charges in e, atoms 1 to 8:
1. C 0.1837
2. C -0.1034
3. C -0.0151
4. C -0.0318
5. C -0.0556
6. C -0.1421
7. N 0.0449
8. O -0.0725


*two*
Here is 2 unconnected molecules or ions with the total composition C6H10NO from OMol25. Energies are from ωB97M-V/def2-TZVPD.

Each atom is followed by the atoms it is bonded to, with distances in Å.
Geometry (Å):
1 C -0.01821 2.00278 -1.01414  N7 1.272, H9 1.085, H10 1.095
2 C -0.59305 -1.34438 0.49670  C5 1.314, O8 1.130
3 C 1.32425 -1.60554 1.91256  C4 1.465, C5 1.568, H11 1.208, H12 1.047
4 C 1.62628 -0.36354 1.19721  C3 1.465, C5 1.547, H13 1.129, H14 1.026
5 C 0.13500 -0.72264 1.39729  C2 1.314, C3 1.568, C4 1.547, H15 1.048
6 C -1.66659 0.62978 -2.03357  N7 1.420, H16 1.061, H17 1.019, H18 1.110
7 N -0.63252 0.89215 -1.09594  C1 1.272, C6 1.420
8 O -1.20787 -2.03576 -0.15145  C2 1.130
9 H -0.03012 2.72642 -1.82202  C1 1.085
10 H 0.56457 2.30838 -0.13901  C1 1.095
11 H 1.47986 -2.48214 1.09551  C3 1.208
12 H 1.36811 -1.92299 2.90916  C3 1.047
13 H 1.73537 0.66986 1.63743  C4 1.129
14 H 2.11480 -0.51245 0.30723  C4 1.026
15 H -0.40090 -0.05377 2.00018  C5 1.048
16 H -2.57320 0.57082 -1.48506  C6 1.061
17 H -1.45217 -0.25358 -2.49334  C6 1.019
18 H -1.77361 1.49661 -2.71876  C6 1.110

Output
- Charge: +1
- LUMO level: -4.503 eV
- HOMO: -13.4 eV

Löwdin population analysis, charges in e, atoms 1 to 8:
1. C -0.0037
2. C -0.0541
3. C 0.0093
4. C -0.0326
5. C -0.1835
6. C -0.1100
7. N -0.1042
8. O 0.3652


Short version: *two* is the most stable of them.


*one*
Here is 2 unconnected molecules or ions with the total composition FHNO from OMol25. Energies are from ωB97M-V/def2-TZVPD.

Each atom is followed by the atoms it is bonded to, with distances in Å.
Geometry (Å):
1 N -0.28770 1.53422 0.24508  F3 1.390
2 O 0.80229 -0.74416 -0.92081  H4 0.997
3 F -1.06412 0.80205 1.13616  N1 1.390
4 H 0.54952 -1.59210 -0.46044  O2 0.997

Output
- Charge: -1
- LUMO level (alpha / beta): 4.200 / 4.551 eV
- HOMO (alpha / beta): -2.1 / -2.8 eV

Partial atomic charges computed with the Löwdin method, in multiples of e:
1. N 0.0610
2. O -0.6213
3. F -0.2715
4. H -0.1682


*two*
Here is 2 unconnected molecules or ions with the total composition FHNO from OMol25. Energies are from ωB97M-V/def2-TZVPD.

Each atom is followed by the atoms it is bonded to, with distances in Å.
Geometry (Å):
1 N 0.36065 -0.23794 0.29385  O2 1.375, H4 1.004
2 O -0.74226 -1.04236 0.45776  N1 1.375
3 F 0.13662 0.57338 -1.36509  no bonds
4 H 0.24498 0.70692 0.61348  N1 1.004

Output
- Charge: -1
- LUMO level (alpha / beta): 5.800 / 5.800 eV
- HOMO (alpha / beta): -3.2 / -3.2 eV

Partial atomic charges computed with the Löwdin method, in multiples of e:
1. N -0.1156
2. O -0.3534
3. F -0.5329
4. H 0.0019


*three*
Here is 2 unconnected molecules or ions with the total composition FHNO from OMol25. Energies are from ωB97M-V/def2-TZVPD.

Each atom is followed by the atoms it is bonded to, with distances in Å.
Geometry (Å):
1 N -0.31106 0.07252 -0.97900  O2 1.205, H4 1.155
2 O -1.51350 0.12020 -1.03800  N1 1.205
3 F 0.30260 1.87438 -0.61841  no bonds
4 H -0.14317 -0.24369 0.11897  N1 1.155

Output
- Charge: -1
- LUMO level: 5.537 eV
- HOMO: -2.8 eV

Partial atomic charges computed with the Löwdin method, in multiples of e:
1. N -0.1786
2. O -0.2541
3. F -0.6237
4. H 0.0564


Short version: *three* is the most stable of them.


*one*
Here is 2 unconnected molecules or ions with the total composition C3H10S3 from OMol25. Energies are from ωB97M-V/def2-TZVPD.

Each atom is followed by the atoms it is bonded to, with distances in Å.
Geometry (Å):
1 C 2.64436 1.63445 -0.06400  S2 1.852, H4 1.081, H5 1.090, H6 1.083
2 S 1.82377 0.62021 -1.37838  C1 1.852, S3 2.109
3 S 3.58213 0.03524 -2.38452  S2 2.109, H7 1.369
4 H 3.65134 1.88031 -0.37081  C1 1.081
5 H 2.67296 0.97124 0.80080  C1 1.090
6 H 2.06359 2.50308 0.21952  C1 1.083
7 H 3.85824 -0.98451 -1.51430  S3 1.369
8 C -1.20186 -0.67964 0.74858  C9 1.529, H11 1.093, H12 1.079, H13 1.092
9 C -2.72325 -0.53475 0.78257  C8 1.529, S10 1.828, H14 1.098, H15 1.087
10 S -3.69740 -1.97251 0.21073  C9 1.828, H16 1.348
11 H -1.05985 -1.07227 -0.26148  C8 1.093
12 H -0.66507 -1.12488 1.57219  C8 1.079
13 H -0.85522 0.34962 0.63031  C8 1.092
14 H -3.11316 -0.38825 1.79864  C9 1.098
15 H -3.08917 0.35618 0.27836  C9 1.087
16 H -3.89140 -1.59351 -1.06821  S10 1.348

Output
- LUMO level: 0.387 eV
- HOMO: -9.0 eV

Löwdin population analysis, charges in e, atoms 1 to 8:
1. C -0.4674
2. S 0.3307
3. S 0.2874
4. H 0.0031
5. H 0.0181
6. H 0.0221
7. H -0.1815
8. C -0.1737


*two*
Here is 2 unconnected molecules or ions with the total composition C3H10S3 from OMol25. Energies are from ωB97M-V/def2-TZVPD.

Each atom is followed by the atoms it is bonded to, with distances in Å.
Geometry (Å):
1 C 2.83200 0.40195 -1.15569  S2 1.824, H4 1.074, H5 1.161, H6 1.070
2 S 3.32408 0.36354 0.60013  C1 1.824, S3 2.019
3 S 1.64735 0.53145 1.71259  S2 2.019, H7 1.321
4 H 2.77721 -0.63916 -1.41385  C1 1.074
5 H 3.70137 0.91059 -1.73277  C1 1.161
6 H 1.96679 0.96220 -1.44367  C1 1.070
7 H 1.20973 -0.63804 1.28018  S3 1.321
8 C -2.07168 -0.71163 -0.53831  C9 1.539, H11 1.060, H12 1.082, H13 1.100
9 C -1.61799 0.45527 0.35729  C8 1.539, S10 1.850, H14 1.034, H15 1.084
10 S -1.58273 0.12290 2.17708  C9 1.850, H16 1.431
11 H -2.98690 -1.15006 -0.23155  C8 1.060
12 H -1.30132 -1.46906 -0.59245  C8 1.082
13 H -2.16461 -0.34257 -1.57082  C8 1.100
14 H -0.90272 1.10727 -0.00547  C9 1.034
15 H -2.44507 1.15309 0.29047  C9 1.084
16 H -2.38549 -1.05775 2.26683  S10 1.431

Output
- LUMO level: 0.709 eV
- HOMO: -8.6 eV

Löwdin population analysis, charges in e, atoms 1 to 8:
1. C -0.4702
2. S 0.3254
3. S 0.2694
4. H 0.0043
5. H 0.0616
6. H 0.0163
7. H -0.2046
8. C -0.1575


*three*
Here is 2 unconnected molecules or ions with the total composition C3H10S3 from OMol25. Energies are from ωB97M-V/def2-TZVPD.

Each atom is followed by the atoms it is bonded to, with distances in Å.
Geometry (Å):
1 C -2.32585 0.00104 2.36711  S2 1.843, H4 1.091, H5 1.093, H6 1.038
2 S -2.64703 -0.43529 0.60509  C1 1.843, S3 2.154
3 S -2.66716 -0.80137 -1.51739  S2 2.154, H7 1.351
4 H -1.45661 -0.59156 2.65560  C1 1.091
5 H -2.26851 1.05472 2.65020  C1 1.093
6 H -3.08901 -0.40849 2.93851  C1 1.038
7 H -3.28293 -1.92681 -1.09528  S3 1.351
8 C 1.89767 1.30792 -0.52024  C9 1.569, H11 1.104, H12 1.129, H13 1.096
9 C 1.64759 -0.22174 -0.76187  C8 1.569, S10 1.841, H14 1.106, H15 1.093
10 S 3.03339 -1.08795 -1.60946  C9 1.841, H16 1.454
11 H 1.14427 1.72439 -1.21183  C8 1.104
12 H 1.75653 1.78833 0.49218  C8 1.129
13 H 2.92163 1.50568 -0.85763  C8 1.096
14 H 0.67663 -0.29616 -1.28690  C9 1.106
15 H 1.57282 -0.73951 0.19822  C9 1.093
16 H 3.08657 -0.87320 -3.04629  S10 1.454

Output
- LUMO level: -1.965 eV
- HOMO: -8.2 eV

Löwdin population analysis, charges in e, atoms 1 to 8:
1. C -0.4333
2. S 0.3036
3. S 0.2813
4. H 0.0186
5. H 0.0376
6. H 0.0015
7. H -0.1994
8. C -0.1751


Short version: *one* is the most stable of them.


*one*
Here is a single C5H6ClN molecule from OMol25. Energies are from ωB97M-V/def2-TZVPD.

Each atom is followed by the atoms it is bonded to, with distances in Å.
Geometry (Å):
1 C -0.42432 -1.00051 -0.25287  C2 1.551, H8 1.209, H9 1.106, N12 1.513
2 C 0.21170 0.37909 0.06048  C1 1.551, C3 1.325, C4 1.457
3 C -0.21260 1.56998 -0.33473  C2 1.325, H10 1.027, Cl13 1.715
4 C 1.48248 0.23154 0.75749  C2 1.457, C5 1.215
5 C 2.53125 0.14032 1.36394  C4 1.215, H11 1.087
6 H -2.20110 -0.19244 -0.33330  N12 0.981
7 H -2.32750 -1.72757 -0.89065  N12 1.062
8 H -0.60814 -1.57512 0.79501  C1 1.209
9 H 0.15649 -1.60263 -0.97591  C1 1.106
10 H -0.99932 1.49891 -0.99084  C3 1.027
11 H 3.56379 0.07009 1.69499  C5 1.087
12 N -1.76257 -0.82896 -0.93806  C1 1.513, H6 0.981, H7 1.062
13 Cl 0.58985 3.03729 0.04444  C3 1.715

Output
- LUMO level: 0.879 eV
- HOMO: -9.2 eV

Löwdin population analysis, charges in e, atoms 1 to 8:
1. C -0.2156
2. C -0.3397
3. C -0.5292
4. C -0.1432
5. C 0.1239
6. H 0.0222
7. H 0.0957
8. H 0.1544


*two*
Here is a single C5H6ClN molecule from OMol25. Energies are from ωB97M-V/def2-TZVPD.

Each atom is followed by the atoms it is bonded to, with distances in Å.
Geometry (Å):
1 C -0.60968 0.84317 0.52645  C2 1.396, C3 1.442, H8 1.034
2 C -0.78346 1.86461 -0.40967  C1 1.396, N6 1.444, H9 1.072
3 C 0.45536 -0.03319 0.10609  C1 1.442, C4 1.372, C5 1.478
4 C 1.04598 0.63907 -0.93358  C3 1.372, N6 1.372, Cl7 1.703
5 C 0.97592 -1.14382 0.93081  C3 1.478, H10 1.029, H11 1.057, H12 1.084
6 N 0.31265 1.72574 -1.33904  C2 1.444, C4 1.372, H13 0.999
7 Cl 2.39593 0.15674 -1.85232  C4 1.703
8 H -1.26092 0.60067 1.29256  C1 1.034
9 H -1.48481 2.65513 -0.58811  C2 1.072
10 H 1.21860 -1.91155 0.29038  C5 1.029
11 H 1.75243 -0.76649 1.54039  C5 1.057
12 H 0.10955 -1.41336 1.52387  C5 1.084
13 H 0.49464 2.09908 -2.24740  N6 0.999

Output
- LUMO level: 0.914 eV
- HOMO: -8.1 eV

Löwdin population analysis, charges in e, atoms 1 to 8:
1. C -0.0511
2. C -0.0663
3. C -0.3101
4. C -0.7387
5. C -0.0436
6. N 0.0112
7. Cl 0.6975
8. H 0.0754


Short version: *two* is the most stable of them.


*one*
Here is a single C3H9NP2 molecule from OMol25. Energies are from ωB97M-V/def2-TZVPD.

Each atom is followed by the atoms it is bonded to, with distances in Å.
Geometry (Å):
1 C 0.24098 -1.49547 -2.24208  P5 1.762, H7 1.103, H8 1.129
2 C 0.75844 1.08306 2.77085  P6 1.780, H9 1.115, H10 1.083
3 C -1.51695 0.96115 -1.69661  P5 1.789, H11 1.076, H12 1.145
4 N 0.39979 -0.10355 0.24156  P5 1.692, P6 1.727, H13 0.993
5 P -0.58131 -0.43989 -1.09537  C1 1.762, C3 1.789, N4 1.692, H14 1.375
6 P 0.15798 -0.36656 1.93121  C2 1.780, N4 1.727, H15 1.529
7 H 0.00474 -1.63475 -3.31033  C1 1.103
8 H 0.85600 -2.25252 -1.67255  C1 1.129
9 H 1.02378 1.00995 3.85095  C2 1.115
10 H 0.40234 2.01793 2.35719  C2 1.083
11 H -0.73195 1.54510 -2.14365  C3 1.076
12 H -2.06318 1.38040 -0.78128  C3 1.145
13 H 1.09652 0.54472 -0.04036  N4 0.993
14 H -1.52434 -1.17848 -0.42082  P5 1.375
15 H 1.47717 -1.07109 2.25130  P6 1.529

Output
- LUMO level (alpha / beta): -0.530 / -1.576 eV
- HOMO (alpha / beta): -7.9 / -7.3 eV

Löwdin population analysis, charges in e, atoms 1 to 8:
1. C -0.1380
2. C -0.3051
3. C -0.2910
4. N -0.5019
5. P 0.5781
6. P 0.7131
7. H 0.0215
8. H 0.0254


*two*
Here is a single C3H9NP2 molecule from OMol25. Energies are from ωB97M-V/def2-TZVPD.

Each atom is followed by the atoms it is bonded to, with distances in Å.
Geometry (Å):
1 C -2.49766 0.70986 -0.26366  P5 1.669, H7 1.042, H8 1.051
2 C -0.32294 -1.47407 0.38019  C3 1.537, H9 1.139, H10 1.108, H11 1.045
3 C 0.11339 -0.00152 0.33206  C2 1.537, N4 1.452, P5 1.901, H12 1.140
4 N 1.55255 0.14979 0.21700  C3 1.452, P6 1.682, H13 1.024
5 P -1.01373 0.70276 -1.02659  C1 1.669, C3 1.901
6 P 1.91349 1.33097 -0.92412  N4 1.682, H14 1.425, H15 1.419
7 H -3.28853 0.83523 -0.93052  C1 1.042
8 H -2.74537 0.41814 0.71510  C1 1.051
9 H 0.17190 -2.14428 -0.39722  C2 1.139
10 H -1.41222 -1.49828 0.17875  C2 1.108
11 H 0.03793 -1.71254 1.33098  C2 1.045
12 H -0.27200 0.46734 1.29749  C3 1.140
13 H 1.87960 0.24170 1.18298  N4 1.024
14 H 2.66015 0.33409 -1.61727  P6 1.425
15 H 3.22342 1.64079 -0.47515  P6 1.419

Output
- LUMO level: 0.259 eV
- HOMO: -8.6 eV

Löwdin population analysis, charges in e, atoms 1 to 8:
1. C -0.3525
2. C -0.1525
3. C -0.7395
4. N -0.4171
5. P 0.8546
6. P 0.7006
7. H -0.0492
8. H -0.0102


Short version: *two* is the most stable of them.